19
Properties=species:S:1:pos:R:3:forces:R:3:mulliken_charge:R:1 method="wB97M-V/def2-TZVPD" e_above_lowest_kj_mol=415.1 homo_lumo_gap_ha=0.3384 homo_ev=-8.4 spin_multiplicity=1
C 0.27599 2.01317 1.41011 -0.196 -0.364 -0.172 -1.2778
C -0.24436 1.66684 0.03296 -0.304 -2.204 -0.297 0.3473
O -1.40621 2.43207 -0.21459 0.283 -0.610 0.053 -0.5618
N -0.51432 0.01919 -0.04477 -0.124 5.155 -0.008 -0.2682
N -1.27702 -0.23158 -1.21634 0.117 0.206 0.255 -0.6371
H 0.53121 3.07144 1.47007 -0.032 -0.073 -0.087 0.3393
H -0.48850 1.80063 2.15750 -0.038 0.048 0.049 0.3384
H 1.15553 1.41542 1.63811 0.078 -0.008 -0.005 0.3623
H 0.50738 1.85125 -0.74544 -0.218 -0.241 0.097 0.2789
H -1.57912 2.42358 -1.16237 0.044 0.018 -0.002 0.3582
H -0.99838 -0.17071 0.82751 -0.455 -0.232 0.016 0.2850
H -1.34205 -1.23881 -1.32190 -0.165 0.151 -0.089 0.2318
H -2.19394 0.20888 -1.15838 -0.009 -0.489 0.097 0.2227
C 1.25096 -2.10496 0.18259 -0.343 3.500 -0.464 -0.4716
C 1.27006 -3.06373 -0.72068 -0.177 -0.606 -0.016 -0.5634
H 0.72433 -0.92544 -0.02394 1.289 -3.893 0.624 0.3191
H 1.82743 -2.16859 1.09669 0.185 -0.362 0.129 0.2491
H 0.67228 -3.01595 -1.62139 0.123 0.159 -0.251 0.2009
H 1.82872 -3.98270 -0.58572 -0.058 -0.154 0.072 0.2468